[1]
Below is a 2-piece molecular cluster, C4H7NO2 overall, with properties calculated with ωB97M-V/def2-TZVPD.

Calculated values
* net charge: 0
* SMILES string: CC(=C=O)C=O.N

Positions of all 14 atoms, in Å:
O  1.927  -0.731  1.027
O  -2.195  1.186  -0.264
N  1.720  0.558  -1.499
C  -1.378  -1.024  1.331
C  0.868  -0.361  0.717
C  -0.997  0.984  -0.201
C  -0.434  -0.124  0.562
H  1.990  1.477  -1.832
H  -2.242  -1.237  0.696
H  -1.740  -0.535  2.240
H  -0.277  1.640  -0.721
H  -0.901  -1.969  1.605
H  1.100  0.151  -2.193
H  2.559  -0.015  -1.470



[2]
Below is one molecule with the formula C4H7NO2, with properties calculated with ωB97M-V/def2-TZVPD.

Calculated values
* net charge: 0
* SMILES string: CC(=O)N(C)C=O

Positions of all 14 atoms, in Å:
O  -0.857  -1.187  -0.908
O  1.554  2.301  0.719
N  0.299  0.527  -0.204
C  0.901  1.296  0.844
C  -0.418  -0.604  0.069
C  -0.699  -1.168  1.435
C  0.200  0.489  -1.997
H  -0.631  0.048  -2.604
H  0.224  1.545  -2.147
H  -1.312  -2.054  1.256
H  0.725  0.888  1.879
H  -1.251  -0.465  2.063
H  0.217  -1.461  1.955
H  1.100  -0.059  -2.264



[3]
Below is a 3-piece molecular cluster, C4H7NO2 overall, with properties calculated with ωB97M-V/def2-TZVPD.

Calculated values
* net charge: 0
* SMILES string: CC#N.C=O.C=O

Positions of all 14 atoms, in Å:
O  -1.544  -1.700  -1.507
O  0.318  -1.099  1.091
N  0.494  1.568  -1.362
C  -0.709  -0.968  -1.988
C  0.713  1.727  -0.239
C  -0.632  -1.831  0.930
C  0.992  1.935  1.180
H  1.119  0.961  1.657
H  1.896  2.538  1.296
H  -0.951  -0.255  -2.794
H  0.334  -0.954  -1.626
H  -1.671  -1.492  1.087
H  -0.510  -2.884  0.629
H  0.152  2.455  1.646



[4]
Below is one molecule with the formula C4H7NO2, with properties calculated with ωB97M-V/def2-TZVPD.

Calculated values
* net charge: 0
* SMILES string: C[C@]1(C=O)CN1O

Positions of all 14 atoms, in Å:
O  1.153  -1.363  -1.763
O  -0.584  2.152  -0.146
N  -0.468  0.970  0.616
C  0.881  0.571  0.895
C  0.758  -0.299  -1.344
C  0.002  -0.232  -0.048
C  -0.894  -1.423  0.211
H  -0.458  -2.352  -0.157
H  -1.167  -1.514  1.263
H  1.632  1.169  0.370
H  -1.818  -1.234  -0.352
H  1.155  0.270  1.901
H  -1.227  2.635  0.394
H  1.036  0.650  -1.839



[5]
Below is one molecule with the formula C4H7NO2, with properties calculated with ωB97M-V/def2-TZVPD.

Calculated values
* net charge: 0
* SMILES string: C=C(N)OCC=O

Positions of all 14 atoms, in Å:
O  3.263  0.613  0.238
O  0.095  -0.922  -0.289
N  -0.758  1.231  -0.189
C  -2.214  -0.720  0.022
C  1.194  -0.566  0.534
C  2.232  0.216  -0.246
C  -1.026  -0.145  -0.155
H  1.647  -1.496  0.895
H  -1.585  1.791  -0.023
H  -3.127  -0.135  0.019
H  -2.275  -1.793  0.158
H  -0.303  1.519  -1.050
H  0.883  0.024  1.403
H  1.976  0.383  -1.316



[6]
Below is C4H7NO2 as an isolated structure, with properties calculated with ωB97M-V/def2-TZVPD.

Calculated values
* net charge: 0

Positions of all 14 atoms, in Å:
O  1.830  -0.057  0.637
O  -1.405  0.448  0.976
N  -0.539  1.130  -1.101
C  0.375  -0.886  -0.002
C  -1.239  1.285  -0.049
C  0.050  -0.186  -1.298
C  -0.418  -0.578  1.140
H  0.927  -0.098  -1.949
H  0.847  -1.862  -0.059
H  -0.670  -0.832  -1.823
H  -0.795  -1.368  1.775
H  1.874  0.830  0.235
H  -1.802  2.205  0.102
H  0.966  -0.033  1.416



[7]
Below is a 2-piece molecular cluster, C4H7NO2 overall, with properties calculated with ωB97M-V/def2-TZVPD.

Calculated values
* net charge: 0
* SMILES string: O=NC1=CCC1.O

Positions of all 14 atoms, in Å:
O  -3.066  0.158  0.386
O  -1.134  1.990  -0.839
N  0.069  1.799  -0.910
C  1.906  0.083  -0.100
C  1.197  -1.167  0.510
C  -0.113  -0.510  0.156
C  0.502  0.584  -0.333
H  -1.157  -0.793  0.274
H  2.513  0.666  0.599
H  1.343  -1.295  1.588
H  1.402  -2.120  0.010
H  -2.491  0.888  0.096
H  -3.458  -0.161  -0.435
H  2.487  -0.121  -1.004



[8]
Below is a 2-piece molecular cluster, C4H7NO2 overall, with properties calculated with ωB97M-V/def2-TZVPD.

Calculated values
* net charge: 0
* SMILES string: C[C@H]1C=NC(=O)O1.[H][H]

Positions of all 14 atoms, in Å:
O  2.793  -1.169  0.704
O  0.834  -1.123  -0.416
N  1.202  0.497  1.179
C  1.732  -0.661  0.508
C  0.054  0.697  0.670
C  -0.329  -0.310  -0.377
C  -1.556  -1.121  0.005
H  0.797  2.709  -1.409
H  -1.433  -1.547  1.005
H  -0.589  1.517  0.985
H  -0.461  0.161  -1.360
H  -2.444  -0.482  0.001
H  -1.707  -1.933  -0.709
H  1.262  2.472  -0.879



Energy relative to the best compared isomer or geometry (same formula, charge and spin): 164.7, 240.8, 254.7, 378.4, 198.6, 441.3, 448.8, 161.0 (kJ/mol)
Gap between HOMO and LUMO: 9.599, 10.551, 10.920, 10.592, 9.725, 8.868, 8.445, 11.039 (eV)